No. 1
Computed, not measured: 3 unconnected molecules or ions with the total composition C24H56N8O3P2Si, with ωB97M-V with the def2-TZVPD basis set.

Last columns: bonded neighbours and bond lengths (Å).
Geometry (Å):
1 N 3.103 -2.560 0.963  C2 1.270, H17 1.028
2 C 4.348 -2.798 0.899  N1 1.270, C3 1.529, H18 1.103
3 C 5.437 -1.806 0.486  C2 1.529, Si4 1.898, H19 1.105, H20 1.102
4 Si 5.202 -1.041 -1.236  C3 1.898, C5 1.888, H21 1.474, H22 1.480
5 C 5.137 -2.291 -2.650  Si4 1.888, C6 1.577, H23 1.103, H24 1.102
6 C 4.130 -3.478 -2.393  C5 1.577, C7 1.538, H25 1.097, H26 1.103
7 C 4.962 -4.665 -1.881  C6 1.538, N8 1.479, H27 1.104, H28 1.109
8 N 4.146 -5.851 -1.542  C7 1.479, C9 1.472, H29 1.017
9 C 4.969 -7.052 -1.762  N8 1.472, C10 1.530, H30 1.106, H31 1.101
10 C 4.617 -8.246 -0.873  C9 1.530, C11 1.398, C15 1.398
11 C 4.903 -9.520 -1.370  C10 1.398, C12 1.384, H32 1.095
12 C 4.667 -10.690 -0.669  C11 1.384, C13 1.395, H33 1.090
13 C 4.110 -10.611 0.608  C12 1.395, C14 1.384, H34 1.089
14 C 3.819 -9.361 1.125  C13 1.384, C15 1.395, H35 1.092
15 C 4.065 -8.188 0.411  C10 1.398, C14 1.395, O16 1.388
16 O 3.791 -6.967 1.011  C15 1.388, H36 0.965
17 H 2.947 -1.584 0.679  N1 1.028
18 H 4.684 -3.805 1.196  C2 1.103
19 H 6.410 -2.331 0.500  C3 1.105
20 H 5.526 -0.996 1.229  C3 1.102
21 H 3.939 -0.281 -1.241  Si4 1.474
22 H 6.308 -0.081 -1.448  Si4 1.480
23 H 6.130 -2.745 -2.806  C5 1.103
24 H 4.885 -1.775 -3.590  C5 1.102
25 H 3.334 -3.175 -1.703  C6 1.097
26 H 3.749 -3.752 -3.391  C6 1.103
27 H 5.502 -4.382 -0.961  C7 1.104
28 H 5.687 -4.915 -2.683  C7 1.109
29 H 3.368 -5.833 -2.197  N8 1.017
30 H 4.863 -7.360 -2.819  C9 1.106
31 H 6.020 -6.797 -1.561  C9 1.101
32 H 5.365 -9.586 -2.361  C11 1.095
33 H 4.952 -11.633 -1.136  C12 1.090
34 H 3.930 -11.536 1.154  C13 1.089
35 H 3.384 -9.297 2.124  C14 1.092
36 H 2.828 -6.913 1.060  O16 0.965
37 O 2.253 1.584 -0.761  P38 1.516
38 P 1.129 2.418 -0.178  O37 1.516, N39 1.719, N42 1.742, N45 1.715
39 N 0.263 2.642 -1.646  P38 1.719, C40 1.443, C41 1.452
40 C 0.081 3.802 -2.484  N39 1.443, H48 1.099, H49 1.097, H50 1.085
41 C -0.447 1.477 -2.145  N39 1.452, H51 1.100, H52 1.094, H53 1.091
42 N 2.170 3.713 0.343  P38 1.742, C43 1.451, C44 1.464
43 C 2.143 5.079 -0.145  N42 1.451, H54 1.095, H55 1.093, H56 1.090
44 C 3.570 3.342 0.565  N42 1.464, H57 1.098, H58 1.088, H59 1.094
45 N -0.172 3.071 0.730  P38 1.715, C46 1.448, C47 1.469
46 C -1.154 4.070 0.367  N45 1.448, H60 1.090, H61 1.090, H62 1.094
47 C 0.029 2.976 2.182  N45 1.469, H63 1.095, H64 1.092, H65 1.092
48 H -0.984 4.050 -2.589  C40 1.099
49 H 0.476 3.629 -3.493  C40 1.097
50 H 0.569 4.695 -2.105  C40 1.085
51 H -1.381 1.317 -1.585  C41 1.100
52 H 0.163 0.574 -2.049  C41 1.094
53 H -0.700 1.576 -3.201  C41 1.091
54 H 2.350 5.146 -1.219  C43 1.095
55 H 2.905 5.677 0.360  C43 1.093
56 H 1.212 5.591 0.098  C43 1.090
57 H 4.138 3.313 -0.374  C44 1.098
58 H 3.656 2.369 1.044  C44 1.088
59 H 4.058 4.058 1.231  C44 1.094
60 H -0.743 4.955 -0.118  C46 1.090
61 H -1.696 4.431 1.241  C46 1.090
62 H -1.916 3.645 -0.292  C46 1.094
63 H 0.594 3.831 2.568  C47 1.095
64 H 0.578 2.065 2.434  C47 1.092
65 H -0.925 2.918 2.712  C47 1.092
66 O -4.596 4.774 1.373  P67 1.515
67 P -5.976 4.178 1.559  O66 1.515, N68 1.719, N71 1.741, N74 1.718
68 N -5.480 2.812 2.477  P67 1.719, C69 1.444, C70 1.453
69 C -5.412 1.408 2.146  N68 1.444, H77 1.099, H78 1.097, H79 1.085
70 C -5.075 3.083 3.846  N68 1.453, H80 1.100, H81 1.093, H82 1.091
71 N -6.258 3.939 -0.142  P67 1.741, C72 1.452, C73 1.465
72 C -6.436 2.660 -0.806  N71 1.452, H83 1.095, H84 1.093, H85 1.090
73 C -5.484 4.805 -1.034  N71 1.465, H86 1.098, H87 1.087, H88 1.094
74 N -7.628 3.852 1.899  P67 1.718, C75 1.446, C76 1.469
75 C -8.298 2.593 2.140  N74 1.446, H89 1.090, H90 1.090, H91 1.094
76 C -8.539 4.896 1.409  N74 1.469, H92 1.095, H93 1.092, H94 1.092
77 H -6.033 0.812 2.828  C69 1.099
78 H -4.385 1.031 2.228  C69 1.097
79 H -5.751 1.180 1.141  C69 1.085
80 H -5.953 3.234 4.492  C70 1.100
81 H -4.456 3.982 3.903  C70 1.093
82 H -4.485 2.267 4.266  C70 1.091
83 H -5.561 2.010 -0.708  C72 1.095
84 H -6.601 2.810 -1.876  C72 1.093
85 H -7.337 2.141 -0.478  C72 1.090
86 H -4.465 4.426 -1.188  C73 1.098
87 H -5.415 5.820 -0.648  C73 1.087
88 H -5.966 4.881 -2.013  C73 1.094
89 H -8.045 1.804 1.432  C75 1.090
90 H -9.380 2.714 2.088  C75 1.090
91 H -8.090 2.223 3.148  C75 1.094
92 H -8.825 4.723 0.367  C76 1.095
93 H -8.065 5.877 1.473  C76 1.092
94 H -9.445 4.950 2.016  C76 1.092



No. 2
Computed, not measured: 8 unconnected molecules or ions with the total composition C24H56N8O8, with ωB97M-V with the def2-TZVPD basis set.

Its energy above the lowest of the compared OMol25 structures with the same formula, charge and spin is 896.9 kJ/mol.

Last columns: bonded neighbours and bond lengths (Å).
Geometry (Å):
1 C 1.848 11.712 0.502  O2 1.222, N3 1.383, H6 1.101
2 O 2.018 11.786 1.710  C1 1.222
3 N 2.036 10.558 -0.237  C1 1.383, C4 1.500, C5 1.403
4 C 1.413 10.311 -1.580  N3 1.500, H7 1.090, H8 1.090, H9 1.090
5 C 2.495 9.340 0.286  N3 1.403, H10 1.090, H11 1.090, H12 1.090
6 H 1.658 12.602 -0.117  C1 1.101
7 H 2.154 9.938 -2.287  C4 1.090
8 H 1.091 11.278 -1.967  C4 1.090
9 H 0.529 9.677 -1.507  C4 1.090
10 H 3.189 8.933 -0.449  C5 1.090
11 H 2.994 9.477 1.246  C5 1.090
12 H 1.678 8.685 0.592  C5 1.090
13 C -1.051 5.715 7.106  O14 1.190, N15 1.341, H18 1.101
14 O -0.486 6.439 7.862  C13 1.190
15 N -0.747 4.415 6.983  C13 1.341, C16 1.498, C17 1.483
16 C -1.342 3.506 5.951  N15 1.498, H19 1.090, H20 1.090, H21 1.090
17 C 0.359 3.846 7.792  N15 1.483, H22 1.090, H23 1.090, H24 1.090
18 H -1.873 6.035 6.447  C13 1.101
19 H -0.601 3.521 5.152  C16 1.090
20 H -2.311 3.897 5.639  C16 1.090
21 H -1.360 2.486 6.333  C16 1.090
22 H 0.846 4.425 8.577  C17 1.090
23 H -0.161 3.103 8.396  C17 1.090
24 H 1.079 3.314 7.172  C17 1.090
25 C -6.168 -1.976 -0.672  O26 1.246, N27 1.360, H30 1.101
26 O -6.265 -0.821 -1.129  C25 1.246
27 N -5.365 -2.285 0.382  C25 1.360, C28 1.487, C29 1.446
28 C -4.968 -3.705 0.576  N27 1.487, H31 1.090, H32 1.090, H33 1.090
29 C -4.647 -1.274 1.124  N27 1.446, H34 1.090, H35 1.090, H36 1.090
30 H -6.733 -2.877 -0.957  C25 1.101
31 H -3.984 -3.789 0.116  C28 1.090
32 H -5.590 -4.505 0.174  C28 1.090
33 H -4.811 -3.953 1.626  C28 1.090
34 H -3.802 -1.024 0.482  C29 1.090
35 H -5.215 -0.394 1.427  C29 1.090
36 H -4.260 -1.682 2.058  C29 1.090
37 C -2.420 -5.900 5.970  O38 1.292, N39 1.334, H42 1.101
38 O -1.412 -6.420 5.352  C37 1.292
39 N -2.373 -4.573 6.097  C37 1.334, C40 1.505, C41 1.522
40 C -1.301 -3.758 5.426  N39 1.505, H43 1.090, H44 1.090, H45 1.090
41 C -3.686 -3.868 6.406  N39 1.522, H46 1.090, H47 1.090, H48 1.090
42 H -3.236 -6.361 6.549  C37 1.101
43 H -1.193 -2.874 6.055  C40 1.090
44 H -1.369 -3.627 4.346  C40 1.090
45 H -0.401 -4.279 5.754  C40 1.090
46 H -4.257 -3.704 5.492  C41 1.090
47 H -4.364 -4.398 7.074  C41 1.090
48 H -3.478 -2.910 6.882  C41 1.090
49 C 3.889 2.645 1.806  O50 1.232, N51 1.341, H54 1.101
50 O 3.896 2.546 3.035  C49 1.232
51 N 3.135 1.910 0.975  C49 1.341, C52 1.401, C53 1.511
52 C 2.896 2.026 -0.400  N51 1.401, H55 1.090, H56 1.090, H57 1.090
53 C 2.236 0.789 1.442  N51 1.511, H58 1.090, H59 1.090, H60 1.090
54 H 4.363 3.481 1.270  C49 1.101
55 H 3.642 2.592 -0.959  C52 1.090
56 H 1.905 2.326 -0.742  C52 1.090
57 H 2.963 0.977 -0.688  C52 1.090
58 H 2.419 -0.085 0.818  C53 1.090
59 H 2.369 0.479 2.479  C53 1.090
60 H 1.185 1.072 1.373  C53 1.090
61 C -3.052 -2.158 -5.577  O62 1.210, N63 1.346, H66 1.101
62 O -3.752 -3.110 -5.836  C61 1.210
63 N -3.438 -0.883 -5.772  C61 1.346, C64 1.491, C65 1.399
64 C -2.656 0.269 -5.241  N63 1.491, H67 1.090, H68 1.090, H69 1.090
65 C -4.632 -0.595 -6.441  N63 1.399, H70 1.090, H71 1.090, H72 1.090
66 H -2.094 -2.155 -5.033  C61 1.101
67 H -2.288 0.630 -6.201  C64 1.090
68 H -1.847 0.098 -4.530  C64 1.090
69 H -3.406 0.921 -4.794  C64 1.090
70 H -5.251 -1.393 -6.852  C65 1.090
71 H -5.249 0.031 -5.796  C65 1.090
72 H -4.435 0.074 -7.279  C65 1.090
73 C 1.775 -6.627 -0.271  O74 1.232, N75 1.376, H78 1.101
74 O 1.624 -5.751 -1.123  C73 1.232
75 N 2.040 -7.922 -0.653  C73 1.376, C76 1.387, C77 1.435
76 C 2.265 -8.936 0.265  N75 1.387, H79 1.090, H80 1.090, H81 1.090
77 C 2.212 -8.412 -1.991  N75 1.435, H82 1.090, H83 1.090, H84 1.090
78 H 1.770 -6.471 0.819  C73 1.101
79 H 3.284 -9.250 0.039  C76 1.090
80 H 1.687 -9.860 0.225  C76 1.090
81 H 2.283 -8.686 1.326  C76 1.090
82 H 1.908 -9.458 -1.952  C77 1.090
83 H 1.466 -7.917 -2.611  C77 1.090
84 H 3.212 -8.325 -2.417  C77 1.090
85 C 4.480 0.527 -8.238  O86 1.252, N87 1.364, H90 1.101
86 O 5.382 1.257 -8.710  C85 1.252
87 N 4.793 -0.555 -7.469  C85 1.364, C88 1.506, C89 1.415
88 C 3.740 -1.526 -7.007  N87 1.506, H91 1.090, H92 1.090, H93 1.090
89 C 6.140 -0.916 -7.227  N87 1.415, H94 1.090, H95 1.090, H96 1.090
90 H 3.382 0.604 -8.255  C85 1.101
91 H 3.756 -1.610 -5.920  C88 1.090
92 H 3.714 -2.540 -7.406  C88 1.090
93 H 2.739 -1.140 -7.197  C88 1.090
94 H 6.485 -1.624 -7.981  C89 1.090
95 H 6.729 0.000 -7.274  C89 1.090
96 H 6.181 -1.391 -6.246  C89 1.090



Number 1: Kohn-Sham gap 7.558 eV, largest force on an atom 7.40 eV/A. Number 2: Kohn-Sham gap 8.947 eV, largest force on an atom 5.66 eV/A.